Record 1
A structure of composition C3H6Cl2N2O at a distorted geometry, computed with ωB97M-V with the def2-TZVPD basis set.

CARTESIAN COORDINATES (ANGSTROEM)
C: -1.53 0.91 -0.02
C: 1.81 -0.18 0.39
C: -0.86 -0.47 -0.01
N: -2.88 0.86 0.21
N: 0.89 -0.35 -0.68
O: -0.94 1.99 -0.11
Cl: -0.66 -0.83 1.67
Cl: -1.78 -1.67 -0.83
H: 2.83 -0.08 -0.11
H: 1.94 0.87 0.99
H: 1.65 -1.03 1.00
H: -3.20 -0.03 0.03
H: -3.34 1.72 0.10
H: 0.83 0.54 -1.19

Results
gap between HOMO and LUMO: 10.059 eV
max |F|: 4.43 eV Å⁻¹
E_tot: -1222.97658 Ha
E_HOMO: -0.34595 hartree
energy relative to the best compared isomer or geometry (same formula, charge and spin): 109.41 kJ/mol


Record 2
A cluster of 2 separate species, C3H5BrO in total at a distorted geometry, computed with ωB97M-V with the def2-TZVPD basis set.

CARTESIAN COORDINATES (ANGSTROEM)
C: 0.41 -0.79 -1.26
C: 0.55 -0.93 0.04
C: -0.51 0.63 0.95
O: -1.33 1.27 0.10
Br: 1.64 -2.09 1.03
H: 0.81 -1.41 -2.03
H: -0.27 0.00 -1.61
H: -0.89 0.09 1.83
H: 0.37 1.27 1.14
H: -0.77 1.97 -0.20

Results
gap between HOMO and LUMO: 9.681 eV
max |F|: 4.60 eV Å⁻¹
E_tot: -2766.44785 Ha
E_HOMO: -0.33162 hartree
energy relative to the best compared isomer or geometry (same formula, charge and spin): 231.57 kJ/mol


Record 3
An isolated molecule of C8H5NO2S at a distorted geometry, computed with ωB97M-V with the def2-TZVPD basis set.

CARTESIAN COORDINATES (ANGSTROEM)
C: -1.75 1.92 1.65
C: -0.81 1.21 0.88
C: 0.62 0.63 0.91
C: 1.75 0.12 0.71
S: 2.93 -0.97 0.04
O: 4.04 -0.26 -0.49
O: 3.14 -2.07 0.93
N: 1.95 -1.50 -1.27
C: 0.74 -1.53 -1.12
C: -0.54 -1.47 -0.92
C: -1.32 -0.25 -1.17
C: -1.39 0.86 -0.44
H: -1.53 2.25 2.65
H: -2.71 2.13 1.23
H: -1.09 -2.38 -0.73
H: -1.97 -0.31 -2.04
H: -2.07 1.62 -0.82

Results
gap between HOMO and LUMO: 8.779 eV
max |F|: 4.49 eV Å⁻¹
E_tot: -911.04611 Ha
E_HOMO: -0.34492 hartree
SMILES: C=C1C#CS(=O)(=O)N=C=C/C=C\1
energy relative to the best compared isomer or geometry (same formula, charge and spin): 581.51 kJ/mol


Record 4
An isolated molecule of C5H7N, computed with ωB97M-V with the def2-TZVPD basis set.

CARTESIAN COORDINATES (ANGSTROEM)
C: 1.13 -0.08 -0.72
C: 0.64 1.13 -0.43
C: -0.59 1.04 0.41
N: -1.72 0.21 -0.04
C: -0.71 -0.41 0.79
C: 0.44 -1.16 0.08
H: 1.90 -0.27 -1.46
H: 1.10 2.07 -0.71
H: -0.89 1.91 0.98
H: -1.62 -0.11 -1.00
H: -1.01 -0.72 1.79
H: 1.11 -1.57 0.85
H: 0.20 -2.03 -0.56

Results
gap between HOMO and LUMO: 10.110 eV
max |F|: 0.63 eV Å⁻¹
E_tot: -249.41025 Ha
E_HOMO: -0.32872 hartree
SMILES: C1=C[C@H]2N[C@H]2C1
energy relative to the best compared isomer or geometry (same formula, charge and spin): 165.37 kJ/mol